ORCA calculation (the ωB97M-V functional and the def2-TZVPD basis) on C17H22N9O8P2Pt as an isolated structure.

Element x y z (Å)
Pt 1.38 -1.75 0.06
N 4.26 1.08 2.43
C 3.20 0.43 1.62
C 2.37 1.46 0.85
P 2.09 -0.51 2.83
O 3.07 -1.63 3.43
O 1.73 0.46 3.87
O 1.01 -1.20 2.00
P 4.05 -0.80 0.56
O 4.28 -0.33 -0.92
O 5.46 -0.90 1.24
O 3.34 -2.13 0.58
H 3.90 1.21 3.38
H 4.46 2.00 2.06
H 5.44 -0.18 1.94
H 1.86 2.10 1.57
H 1.63 0.98 0.21
H 3.03 2.07 0.23
H 3.13 -2.39 2.83
H 3.56 -0.68 -1.50
O 0.39 -4.30 0.13
N -0.02 -4.74 -0.96
C -1.28 -5.20 -0.99
C -1.78 -5.73 -2.21
N -2.20 -6.18 -3.18
C -2.12 -5.17 0.16
N -2.81 -5.09 1.08
N 1.87 -1.85 -1.87
C 1.70 -2.35 -2.93
N 1.66 -2.92 -4.05
C 1.07 -2.33 -5.08
N 0.61 -1.86 -6.03
C -3.05 2.84 1.91
C -1.96 2.74 0.85
N -2.47 2.76 -0.51
C -2.81 4.06 -1.07
C -1.61 4.77 -1.67
C -2.48 1.69 -1.36
O -2.73 1.79 -2.54
C -2.17 0.36 -0.72
C -3.12 -0.33 0.03
C -2.77 -1.53 0.61
C -1.46 -1.97 0.50
N -0.56 -1.31 -0.23
C -0.92 -0.19 -0.87
H -2.61 2.75 2.91
H -3.78 2.04 1.79
H -3.58 3.79 1.86
H -1.38 1.83 1.01
H -1.26 3.56 0.96
H -3.26 4.66 -0.28
H -3.57 3.90 -1.84
H -0.83 4.94 -0.92
H -1.90 5.73 -2.09
H -1.19 4.16 -2.48
H -4.11 0.08 0.15
H -3.47 -2.12 1.18
H -1.11 -2.88 0.97
H -0.15 0.28 -1.48

Results
molar mass	737.4	g mol⁻¹
highest occupied orbital energy	-5.48	eV
energy	-2558.02717	Eh
multiplicity	1
charge	-1
energy above the lowest of the compared OMol25 structures with the same formula, charge and spin	66.50	kJ/mol
orbital gap	7.40	eV

natural (NBO) atomic charge list, values in e, 2 entries:
1 Pt 0.9954
2 N -0.8693



ORCA calculation (the ωB97M-V functional and the def2-TZVPD basis) on a 9-piece molecular cluster, C46H88I2NO9Si overall.

Element x y z (Å)
C 2.17 -1.27 2.35
C 1.08 -2.29 2.14
C 1.02 -3.33 3.07
C 0.07 -4.33 2.95
C -0.83 -4.25 1.91
N -0.80 -3.24 1.02
C -1.85 -3.31 -0.02
C -3.27 -3.50 0.58
O -4.18 -2.76 -0.19
Si -5.27 -1.79 0.65
C -6.58 -1.09 -0.51
C -4.44 -0.33 1.47
C -6.20 -2.80 1.93
C 0.14 -2.26 1.08
C 0.15 -1.21 0.01
I -0.49 0.63 0.95
C 1.53 -1.15 -0.76
C 1.32 -1.51 -2.24
I 2.34 0.84 -0.68
H 2.85 -1.22 1.52
H 1.78 -0.28 2.58
H 2.77 -1.57 3.20
H 1.72 -3.35 3.88
H 0.03 -5.14 3.66
H -1.58 -5.01 1.79
H -1.90 -2.43 -0.63
H -1.63 -4.19 -0.61
H -3.24 -3.12 1.61
H -3.53 -4.55 0.60
H -6.21 -0.22 -1.05
H -7.43 -0.82 0.12
H -6.86 -1.88 -1.20
H -5.22 0.35 1.81
H -3.79 0.23 0.81
H -3.88 -0.61 2.37
H -7.12 -2.32 2.24
H -5.56 -2.92 2.81
H -6.38 -3.80 1.53
H -0.58 -1.36 -0.76
H 2.22 -1.86 -0.33
H 0.34 -1.20 -2.59
H 1.48 -2.57 -2.40
H 2.05 -1.00 -2.85
C 7.53 -0.51 1.73
C 7.09 -1.93 1.38
C 6.12 -2.25 2.50
O 5.51 -1.01 2.88
C 6.24 0.08 2.27
H 7.92 0.05 0.88
H 8.29 -0.54 2.51
H 6.57 -1.93 0.42
H 7.91 -2.64 1.31
H 6.64 -2.66 3.37
H 5.34 -2.95 2.20
H 5.62 0.49 1.47
H 6.40 0.86 3.02
C 0.09 0.00 -7.03
C 0.49 -1.40 -7.49
C 1.65 -1.71 -6.55
O 1.37 -1.02 -5.32
C 0.30 -0.09 -5.53
H -0.92 0.27 -7.30
H 0.77 0.74 -7.46
H -0.33 -2.10 -7.32
H 0.78 -1.46 -8.54
H 2.60 -1.35 -6.95
H 1.75 -2.78 -6.34
H -0.60 -0.48 -5.03
H 0.56 0.86 -5.07
C 3.04 5.24 -0.12
C 2.34 4.57 1.07
C 3.45 4.54 2.11
O 4.27 5.69 1.86
C 3.93 6.25 0.59
H 2.36 5.69 -0.83
H 3.66 4.51 -0.65
H 1.52 5.20 1.41
H 1.95 3.58 0.85
H 4.07 3.64 2.00
H 3.08 4.59 3.13
H 3.38 7.19 0.77
H 4.84 6.48 0.03
C 1.62 9.26 3.10
C 2.54 8.19 3.67
C 1.63 7.51 4.69
O 0.30 7.61 4.17
C 0.28 8.53 3.08
H 1.92 9.62 2.11
H 1.57 10.12 3.77
H 2.82 7.48 2.89
H 3.45 8.58 4.12
H 1.67 8.02 5.66
H 1.88 6.46 4.84
H 0.15 7.97 2.15
H -0.57 9.21 3.19
C -6.20 -1.94 -4.29
C -6.09 -1.92 -5.81
C -4.81 -1.12 -6.03
O -3.98 -1.38 -4.89
C -4.75 -2.04 -3.88
H -6.81 -2.74 -3.90
H -6.62 -0.99 -3.94
H -5.96 -2.94 -6.19
H -6.95 -1.49 -6.32
H -5.02 -0.05 -6.07
H -4.28 -1.40 -6.93
H -4.42 -3.09 -3.83
H -4.55 -1.57 -2.91
C 0.84 1.74 5.85
C 1.81 0.72 6.44
C 0.92 -0.01 7.44
O -0.40 0.03 6.90
C -0.45 0.94 5.81
H 1.14 2.12 4.87
H 0.74 2.59 6.53
H 2.15 0.03 5.66
H 2.69 1.17 6.90
H 0.92 0.50 8.41
H 1.22 -1.04 7.60
H -0.53 0.37 4.88
H -1.34 1.57 5.91
C -9.54 -5.37 -1.16
C -8.44 -6.23 -1.77
C -7.72 -5.23 -2.66
O -7.85 -3.95 -2.02
C -8.83 -4.04 -0.98
H -9.94 -5.77 -0.23
H -10.36 -5.27 -1.87
H -7.77 -6.59 -0.98
H -8.80 -7.10 -2.32
H -8.18 -5.17 -3.65
H -6.66 -5.45 -2.78
H -8.31 -4.00 -0.02
H -9.51 -3.19 -1.04
C 6.36 2.28 -2.75
C 6.82 0.91 -3.25
C 7.89 0.55 -2.22
O 7.49 1.17 -1.00
C 6.44 2.11 -1.24
H 5.36 2.56 -3.09
H 7.06 3.06 -3.08
H 5.99 0.20 -3.19
H 7.19 0.92 -4.27
H 8.87 0.94 -2.51
H 7.97 -0.53 -2.07
H 5.52 1.67 -0.83
H 6.65 3.04 -0.72

Results
molar mass	1081.1	g mol⁻¹
highest occupied orbital energy	-10.68	eV
energy	-3422.03099	Eh
multiplicity	1
charge	+1
orbital gap	6.88	eV

Löwdin atomic charge list, values in e, 2 entries:
1 C -0.0544
2 C -0.1657